--- a ---
Below is the molecule C12H20N4O4, with properties calculated with ωB97M-V with the def2-TZVPD basis set.

```
! RIJCOSX wB97M-V def2-TZVPD def2/J DEFGRID3
* xyz 0 1
C 2.721 3.681 -1.323
N 1.749 2.880 -0.589
C 0.826 3.322 0.296
O 0.436 4.424 0.345
C 0.187 2.351 1.391
C -1.075 2.931 1.892
C -1.762 1.712 2.470
C -1.618 0.794 1.298
N -0.337 1.028 0.835
C 0.402 -0.052 0.286
O 1.653 0.116 0.246
C -0.209 -1.431 -0.140
C -1.082 -1.283 -1.403
C -2.348 -1.984 -1.206
N -2.578 -3.261 -1.282
O -3.280 -1.351 -0.798
N 0.892 -2.298 -0.423
C 0.925 -3.634 -0.652
C 2.201 -4.243 -1.060
O -0.038 -4.311 -0.604
H 3.662 3.139 -1.307
H 2.275 3.775 -2.221
H 2.684 4.657 -0.811
H 1.992 1.871 -0.433
H 0.833 2.276 2.278
H -1.870 3.317 1.257
H -0.771 3.618 2.675
H -1.370 1.367 3.389
H -2.796 2.135 2.540
H -2.264 0.954 0.492
H -1.729 -0.272 1.637
H -0.639 -1.798 0.760
H -0.515 -1.680 -2.211
H -1.316 -0.197 -1.456
H -1.813 -3.871 -1.340
H -3.475 -3.601 -1.001
H 1.765 -1.756 -0.360
H 2.520 -4.035 -2.066
H 2.107 -5.328 -0.852
H 3.055 -3.960 -0.550
*
```

Computed properties:
- SMILES string: CNC(=O)[C@H]1CCCN1C(=O)[C@@H](CC(N)=O)NC(C)=O
- LUMO level: 0.590 eV
- Orbital gap: 9.834 eV

=====

--- b ---
Below is the molecule C12H20N4O4, with properties calculated with ωB97M-V with the def2-TZVPD basis set.

```
! RIJCOSX wB97M-V def2-TZVPD def2/J DEFGRID3
* xyz 0 1
C 3.619 -1.434 1.481
N 2.188 -1.464 1.059
C 1.378 -1.926 2.008
C -0.098 -2.072 1.819
O -0.567 -3.107 2.304
N -0.916 -1.179 1.121
C -2.377 -1.479 1.190
C -0.413 0.113 0.483
C -1.568 0.965 -0.055
O -2.442 1.449 0.664
C 0.303 1.122 1.435
O 0.504 0.856 2.616
C 0.688 2.563 1.110
N 0.380 3.071 -0.263
C 0.497 4.525 -0.510
C 0.295 -0.179 -0.834
O 1.146 0.592 -1.284
C -0.126 -1.311 -1.814
N -1.343 -0.981 -2.560
C -2.002 -2.102 -3.280
H 3.900 -2.397 1.899
H 3.776 -0.645 2.214
H 4.276 -1.218 0.654
H 1.713 -2.342 2.951
H -2.571 -2.499 1.282
H -2.824 -0.998 2.070
H -2.949 -1.164 0.315
H -1.590 1.300 -1.102
H 0.140 3.183 1.803
H 1.774 2.648 1.325
H 0.960 2.561 -0.945
H 1.492 4.877 -0.302
H 0.274 4.688 -1.558
H -0.180 5.129 0.117
H 0.687 -1.556 -2.517
H -0.328 -2.256 -1.238
H -1.178 -0.178 -3.173
H -2.145 -2.959 -2.634
H -1.400 -2.418 -4.175
H -2.973 -1.781 -3.678
*
```

Computed properties:
- SMILES string: C/N=C/C(=O)N(C)C(C=O)(C(=O)CNC)C(=O)CNC
- LUMO level: 0.263 eV
- Orbital gap: 9.291 eV

=====

Ordering by calculated energy gives the sequence a, b, with the first entry being the most stable.